129
Properties=species:S:1:pos:R:3:forces:R:3 method="wB97M-V/def2-TZVPD" e_homo_ev=-6.2 lumo_energy_ev=2.094 total_charge=-1
C 1.40963 -0.96687 1.99756 1.42 0.56 -0.69
C 2.80753 -1.21466 2.76398 -1.33 -0.35 1.77
C 2.42571 -1.01239 4.31998 0.13 0.24 -0.89
C 3.30483 -2.73074 2.67034 0.74 0.75 -0.42
C 3.90464 -0.13337 2.45955 -0.11 -0.48 0.58
C 4.55984 -0.11840 1.01976 0.82 1.46 -0.12
C 3.94080 -1.06007 -0.07139 0.67 0.10 -0.55
C 6.12703 -0.46345 1.15838 -1.13 -0.49 -1.01
C 4.52790 1.38168 0.48495 -0.20 2.48 -1.17
C 4.11113 1.74894 -0.88177 0.59 1.83 1.26
C 4.09311 3.16136 -1.36057 0.50 -0.14 1.86
C 4.48775 4.25866 -0.47874 0.51 -2.72 1.80
O 4.46733 5.61656 -0.80976 -0.89 -1.17 0.00
C 3.12130 6.07461 -1.04752 -0.58 0.90 -0.83
C 2.43333 6.72556 0.21139 1.20 0.06 0.01
O 1.81551 5.79274 1.09599 -0.78 0.63 -0.68
C 0.69375 5.12071 0.46967 0.14 -0.40 -0.89
C -0.54831 4.99399 1.41517 -0.87 0.49 0.55
S -1.12072 3.23164 1.60234 1.55 -3.70 0.12
O -0.64232 2.40019 0.46632 -0.62 1.94 0.63
O -0.49597 2.77388 2.86040 -1.17 1.42 -1.12
N -2.80613 3.18970 1.62321 0.51 -1.23 -0.59
S -3.39405 1.64636 1.67488 2.42 0.14 6.34
O -2.44433 0.64185 2.17579 -0.80 1.16 -2.17
O -4.55032 1.62593 2.59116 0.19 0.77 -2.68
N -3.90221 1.04637 0.09768 -2.70 1.93 0.87
C -4.78118 1.95262 -0.60800 -1.04 -0.17 -1.66
O -5.48447 1.50986 -1.46931 0.37 0.34 0.57
F -4.83291 3.30269 -0.40222 1.02 -1.91 0.59
C -4.69285 -0.16326 0.39574 -0.39 -1.63 -0.10
O -4.24542 -1.25065 0.33501 0.25 0.61 -0.07
F -6.03137 -0.07409 0.76658 1.78 1.17 -0.71
C 4.94838 3.91583 0.89510 -0.67 -1.73 -1.46
C 4.96354 2.52716 1.34528 -0.57 0.14 -1.85
H 1.15091 -1.87397 1.38810 -0.08 0.87 0.69
H 0.59592 -0.64947 2.69660 0.64 -0.46 -0.73
H 1.57464 -0.11270 1.27078 -0.50 -0.89 0.79
H 1.47228 -1.57523 4.50605 0.98 0.43 0.06
H 3.25081 -1.38271 4.99574 -0.85 0.49 -0.60
H 2.22255 0.08540 4.47447 0.19 -1.10 0.14
H 3.17478 -3.27010 3.65555 -0.08 0.49 -1.24
H 4.41562 -2.69914 2.45675 -1.05 -0.29 0.24
H 2.81186 -3.27174 1.81626 0.44 0.36 0.99
H 3.46252 0.86984 2.74575 0.39 -1.10 -0.64
H 4.74187 -0.29636 3.21154 -0.93 0.10 -0.76
H 4.10390 -2.15869 0.14456 -0.44 1.29 0.02
H 4.51289 -0.86837 -1.03425 -0.58 -0.27 1.06
H 2.87085 -0.81394 -0.29169 0.92 -0.45 0.36
H 6.61708 -0.02419 0.24622 -0.11 -0.49 1.02
H 6.18433 -1.59130 1.07749 0.35 1.17 0.41
H 6.57341 -0.07537 2.10878 -0.36 -0.35 -0.96
H 3.78026 0.99160 -1.62842 0.30 0.68 0.88
H 3.74140 3.39333 -2.40376 0.43 -0.35 1.23
H 2.52678 5.23723 -1.50578 0.36 0.82 0.64
H 3.18776 6.87930 -1.84280 0.08 -0.79 0.88
H 3.25789 7.22462 0.80789 -0.88 -0.59 -0.62
H 1.75399 7.56140 -0.13252 0.25 -1.00 0.30
H 1.09254 4.12712 0.10629 -0.88 0.79 0.55
H 0.38426 5.69529 -0.45708 0.25 -0.54 0.99
H -1.44704 5.58975 1.09008 1.00 -0.58 -0.01
H -0.31884 5.34591 2.46474 -0.05 -0.63 -1.20
H 5.27251 4.73447 1.58755 -0.41 -0.89 -0.82
H 5.31246 2.30644 2.38434 -0.39 0.28 -1.03
C -9.73313 -1.78989 6.12626 0.05 0.05 0.04
C -9.90072 -1.90559 4.61675 0.12 0.05 0.08
N -9.99127 -0.62488 3.93273 -0.34 0.19 -0.16
C -10.40295 -0.74806 2.53891 -0.20 -0.14 0.01
C -9.46248 -1.47876 1.57907 0.09 0.06 -0.25
C -8.90000 0.31258 4.17729 0.20 0.03 0.35
C -7.48140 -0.13868 3.82483 0.10 0.15 -0.05
H -10.54791 -1.21258 6.57068 0.07 0.03 -0.06
H -9.74224 -2.78558 6.57608 -0.01 0.02 -0.05
H -8.78494 -1.32460 6.39912 -0.03 0.02 0.00
H -10.82756 -2.46119 4.43960 0.01 0.11 -0.22
H -9.08359 -2.52375 4.22032 0.04 -0.11 0.03
H -10.61090 0.24866 2.13680 0.12 0.04 0.15
H -11.37064 -1.26405 2.52047 0.04 -0.04 0.16
H -8.60824 -0.86096 1.30200 0.03 -0.11 0.07
H -9.99370 -1.71417 0.65246 -0.02 0.01 0.04
H -9.09377 -2.42137 1.98830 -0.01 0.07 0.02
H -8.91601 0.58670 5.23731 -0.10 -0.13 -0.01
H -9.10972 1.25308 3.65785 -0.16 -0.17 -0.11
H -7.27842 -1.16695 4.13199 -0.06 0.01 0.00
H -6.75616 0.50070 4.33339 0.00 -0.02 -0.08
H -7.28404 -0.04935 2.75879 0.06 -0.10 0.10
C -3.95948 0.93169 -8.46926 -0.07 0.00 -0.02
C -3.44269 0.96929 -7.03657 -0.15 -0.04 -0.08
N -4.14790 1.90893 -6.17862 0.05 0.32 0.11
C -3.48684 2.12034 -4.89374 0.27 0.07 0.02
C -3.39163 0.93148 -3.93793 -0.05 -0.07 0.21
C -5.59507 1.75561 -6.11228 -0.15 -0.03 -0.30
C -6.14743 0.41033 -5.63491 -0.21 -0.05 0.16
H -3.92046 1.92248 -8.92897 -0.06 -0.03 0.08
H -3.34041 0.25894 -9.06746 0.00 0.02 0.05
H -4.98357 0.55926 -8.52656 0.00 0.04 -0.01
H -2.38986 1.26450 -7.08425 -0.05 0.06 0.24
H -3.46432 -0.05109 -6.62974 0.07 -0.10 -0.04
H -3.97156 2.95227 -4.37304 -0.14 -0.06 -0.12
H -2.46862 2.47315 -5.09538 -0.05 -0.05 -0.17
H -4.34374 0.73154 -3.44858 0.07 -0.07 -0.07
H -2.67173 1.15370 -3.14544 -0.02 0.00 -0.03
H -3.05395 0.01867 -4.43365 0.00 0.06 -0.02
H -6.00650 1.95815 -7.10686 0.14 -0.04 -0.03
H -6.01297 2.55000 -5.48602 0.25 -0.02 0.07
H -5.61663 -0.43962 -6.06868 0.02 0.05 0.00
H -7.19745 0.32087 -5.92696 0.03 0.01 -0.01
H -6.11410 0.32363 -4.54893 0.08 -0.08 -0.06
C 10.30975 -5.29988 1.15726 0.06 0.01 -0.04
C 8.91265 -5.24611 0.55261 0.16 -0.02 -0.01
N 8.73475 -4.18834 -0.43112 -0.18 0.26 -0.06
C 7.33992 -3.98636 -0.80899 -0.14 0.08 0.20
C 6.62612 -5.12738 -1.53558 -0.17 -0.03 -0.19
C 9.68492 -4.17260 -1.53470 0.31 0.00 0.12
C 9.77154 -5.41993 -2.41821 0.06 -0.02 -0.25
H 10.57743 -4.34559 1.61729 -0.02 -0.02 -0.10
H 10.34706 -6.06878 1.93222 -0.05 0.03 -0.03
H 11.06843 -5.55624 0.41593 0.01 0.04 0.01
H 8.21392 -5.07513 1.37732 -0.14 0.08 -0.20
H 8.67238 -6.23488 0.13756 -0.01 -0.11 0.05
H 7.25871 -3.07869 -1.41543 0.18 -0.03 0.01
H 6.77480 -3.76325 0.10314 0.15 -0.07 0.05
H 6.92953 -5.19283 -2.58113 0.02 -0.08 0.06
H 5.54792 -4.94687 -1.53230 0.04 0.01 0.03
H 6.79265 -6.09689 -1.06172 0.03 0.05 -0.01
H 10.68119 -3.97706 -1.12535 -0.08 -0.06 0.10
H 9.48454 -3.30396 -2.16992 -0.21 -0.03 0.14
H 9.75704 -6.34603 -1.84023 -0.02 0.05 0.02
H 10.70748 -5.40450 -2.98327 -0.02 0.00 0.03
H 8.96328 -5.45350 -3.14878 -0.01 -0.11 0.08